# 1
Molecular formula: C21H26F3NO6S3Si
Method: DFT, the ωB97M-V functional and the def2-TZVPD basis

Results
- HOMO energy: -6.95 eV
- Energy relative to the best compared isomer or geometry (same formula, charge and spin): 0.116 eV
- Gap between HOMO and LUMO: 6.76 eV
- F_max: 4.98 eV/Å

Geometry (Å):
S -3.1211 -2.2694 -4.4758
S -1.9357 -4.1228 -2.3105
S -2.0767 -1.4292 -1.5987
Si 1.6084 1.0223 3.5591
F 0.3124 -1.1723 -2.7447
F -1.0360 0.5631 -2.8459
F -0.0177 0.0499 -0.9351
O -0.9463 1.5246 2.9225
O 0.5104 -0.1580 2.7959
O -1.8054 -5.0517 -3.3935
O -3.8474 -1.0482 -4.2451
O -3.8129 -3.5169 -4.6432
O -2.9044 -4.2737 -1.2583
N -2.0797 -2.5540 -2.9558
C -2.0372 -2.0834 -5.9228
C -0.7047 0.2548 2.6125
C -1.4373 -0.8123 -7.8963
C -0.3023 -3.9752 -1.6187
C -2.8509 0.6150 1.9035
C -1.8216 -0.4069 2.0869
C 0.8558 1.4700 5.2111
C 0.7985 -4.1273 -2.4619
C -2.1868 -0.9407 -6.7175
C -2.3668 1.8066 2.7143
C -0.4724 -3.0100 -7.5097
C 1.1186 -3.6416 0.2948
C 2.0740 -3.9466 -1.9202
C -0.1588 -3.8099 -0.2396
C 3.1507 0.0626 3.9869
C 1.9676 2.3793 2.3506
C -1.2138 -3.1333 -6.3256
C -0.6272 -0.4606 -2.0541
C -0.5906 -1.8556 -8.2941
C -1.7972 -1.8271 1.8256
C 2.2377 -3.7137 -0.5459
H 3.9426 0.7586 4.3076
H 2.9432 -4.0142 -2.5821
H 0.1950 -3.8162 -7.8241
H -1.2986 -1.9965 0.8680
H 1.2360 -3.4863 1.3747
H -2.7995 -2.2709 1.7520
H 3.5211 -0.4923 3.1179
H -0.0327 -1.7726 -9.2298
H 1.0905 3.0027 2.1265
H 0.1242 2.2804 5.1211
H -2.4167 2.7785 2.2222
H -1.5246 0.0966 -8.5015
H -2.8248 1.8540 3.7087
H -3.8554 0.2799 2.2023
H 0.6416 -4.3693 -3.5156
H 2.9281 -0.6371 4.8061
H 3.2440 -3.6166 -0.1174
H 0.3566 0.5908 5.6419
H 1.6426 1.7836 5.9129
H 2.3736 1.9672 1.4130
H -1.1574 -4.0286 -5.7121
H -1.0512 -3.8534 0.3903
H -2.8958 0.8776 0.8229
H -1.2140 -2.3440 2.5993
H 2.7361 3.0438 2.7799
H -2.8772 -0.1606 -6.3996

Cartesian forces (eV/Å) of the 6 atoms listed first:
S -0.5 -0.6 0.7
S 0.9 -0.5 0.3
S -0.5 -0.8 -1.3
Si -0.6 -1.1 0.1
F -1.0 0.9 0.7
F 0.8 -0.3 0.5

Atomic partial charges in e from the natural (NBO) method, atoms 1 to 8:
1. S 2.26
2. S 2.31
3. S 0.47
4. Si 1.87
5. F -0.32
6. F -0.32
7. F -0.32
8. O -0.54

=====

# 2
Molecular formula: C19H32Cl24I2NO2
Method: DFT, the ωB97M-V functional and the def2-TZVPD basis

Results
- HOMO energy: -4.68 eV
- Gap between HOMO and LUMO: 6.36 eV
- F_max: 4.44 eV/Å
- Charge: -1

Geometry (Å):
I 3.2251 -0.6684 -0.2395
I -2.8350 2.5303 3.7304
Cl 2.7673 2.0169 2.8336
Cl 3.6015 1.5313 -7.6302
Cl 3.0101 -1.3211 -7.4813
Cl 0.5993 3.1071 -1.7884
Cl -8.4948 2.3781 -4.9047
Cl 0.0027 3.9943 0.9282
Cl 6.0021 -3.5735 -0.8357
Cl 7.1682 -6.1632 4.7845
Cl 5.0297 -5.6050 1.0169
Cl 1.7160 7.2046 -0.9985
Cl -0.8695 -4.0159 7.2435
Cl -6.8414 2.9939 2.3485
Cl -7.6807 0.3668 -2.9527
Cl 5.6586 -3.6950 4.3884
Cl -0.2625 -4.8585 4.5114
Cl 5.1934 -0.6444 -3.5191
Cl 2.1741 -2.8138 -3.4881
Cl -5.2047 0.5855 2.7219
Cl -4.8095 2.1097 -0.2965
Cl 2.5557 0.5012 -4.0273
Cl 2.9152 -4.8534 -1.5430
Cl -7.2140 3.6564 -0.9199
Cl -0.6207 7.5523 0.7204
Cl 3.7525 4.0794 1.0094
O -1.5680 -0.8172 4.3034
O -0.0100 0.6119 3.7269
N -2.2837 1.6658 1.8989
C 6.3916 -5.0633 0.0285
C -0.4012 4.1656 -0.7824
C -8.6810 0.7037 -4.3715
C -1.0567 0.0113 3.4404
C -1.0989 -0.2369 0.7837
C -4.0476 -1.5519 2.3023
C 4.2925 0.6434 -4.3288
C 5.6070 -5.3532 4.9884
C -1.8610 0.2233 2.0943
C -1.2693 -3.8147 5.5288
C 1.0848 -1.1341 -0.3606
C -6.1288 2.3556 -1.4460
C 3.4230 0.0281 -8.5434
C -6.8176 1.3080 2.9032
C 4.1350 2.5788 1.8661
C 0.3919 -0.6867 1.0037
C -3.1763 -0.6787 2.1874
C 1.9056 -4.4722 -2.9418
C 1.1160 7.8256 0.5454
H -8.3810 0.0415 -5.1789
H -1.6499 -1.0841 0.2938
H 1.6344 7.3165 1.3539
H -7.5254 0.7344 2.3097
H 0.6111 -0.6441 -1.2464
H -1.0851 0.6254 0.0618
H 1.3110 8.8931 0.5942
H -1.5153 2.2423 1.5288
H 4.9788 2.7560 2.5278
H 4.3610 -0.1924 -9.0452
H 2.1491 -5.1549 -3.7513
H -4.6096 -2.4361 2.6409
H -5.7097 2.6172 -2.4143
H -6.7050 1.4316 -1.5299
H 0.8613 -4.5867 -2.6633
H 4.6368 1.6038 -3.9543
H -9.7225 0.5288 -4.1170
H 4.8509 -5.9034 4.4353
H 4.3914 1.8167 1.1348
H 5.3545 -5.3376 6.0448
H -1.4468 3.9029 -0.9247
H -0.2349 5.1964 -1.0815
H -7.1058 1.2786 3.9517
H 0.9800 0.1991 1.3704
H -1.1047 -2.7750 5.2441
H 0.4933 -1.4647 1.7976
H 4.4713 0.5785 -5.3992
H 1.0268 -2.2471 -0.5049
H 7.2459 -4.8828 0.6752
H 2.6322 0.1544 -9.2774
H 6.6320 -5.8385 -0.6940
H -2.3120 -4.0776 5.3781

Cartesian forces (eV/Å) of the 6 atoms listed first:
I -0.8 -0.3 -0.2
I 0.7 0.5 -0.5
Cl 0.1 0.0 -0.1
Cl 0.0 0.1 -0.2
Cl 0.0 0.0 0.0
Cl 0.0 0.0 -0.1

Atomic partial charges in e from the Löwdin method, atoms 1 to 8:
1. I 0.74
2. I 0.84
3. Cl 0.54
4. Cl 0.54
5. Cl 0.52
6. Cl 0.50
7. Cl 0.51
8. Cl 0.54

=====

# 3
Molecular formula: C21H28N3SiTi
Method: DFT, the ωB97M-V functional and the def2-TZVPD basis

Results
- HOMO energy (alpha / beta): -9.14 / -11.15 eV
- Energy relative to the best compared isomer or geometry (same formula, charge and spin): 0.000 eV
- Gap between HOMO and LUMO (alpha / beta): 6.13 / 8.10 eV
- F_max: 2.07 eV/Å
- Spin multiplicity: 3
- ⟨S²⟩: 2.0116
- Charge: +1

Geometry (Å):
Ti 0.0192 0.0437 0.0738
Si 1.0008 1.5597 3.0871
N 0.1743 -1.5770 1.3450
N -2.1518 -1.9763 1.2635
N -1.9712 0.2822 0.5631
C -0.3092 0.5058 3.9165
C 0.8852 3.2359 3.8526
C -2.5759 1.4621 0.2331
C -2.7363 -0.7548 0.8798
C -0.2923 -1.1816 -2.0075
C 0.5158 -3.7379 2.9984
C -0.8739 -2.2953 1.7137
C -4.7238 0.4993 0.5207
C -3.9326 1.6070 0.2056
C 0.7998 1.6717 1.2611
C 1.3758 1.0351 -1.7077
C -0.7325 -3.4072 2.5668
C -4.1346 -0.6836 0.8638
C 0.0404 1.2162 -2.1275
C 1.6332 -2.9835 2.6089
C 3.3700 -0.3837 -1.1062
C 1.4137 -1.9183 1.7925
C 1.0473 -1.3347 -1.5698
C 1.9195 -0.2275 -1.4651
C -0.7913 0.0916 -2.2729
C 2.6731 0.8614 3.5014
H -0.5467 0.9088 4.9057
H 0.0019 -0.5354 4.0566
H -1.9079 2.2829 0.0166
H -0.1396 3.6188 3.8092
H -4.7283 -1.5485 1.1308
H 1.5321 3.9468 3.3305
H 2.6332 -3.2144 2.9441
H 2.0164 1.8996 -1.6022
H 3.6503 0.2917 -0.2957
H -0.9250 -2.0496 -2.1257
H 2.6800 0.4143 4.5007
H 1.7690 2.0526 0.9077
H -4.3625 2.5640 -0.0516
H 1.1843 3.2112 4.9055
H 2.2199 -1.2768 1.4628
H -0.3231 2.2065 -2.3548
H -1.2431 0.5055 3.3428
H -1.6043 -3.9676 2.8785
H 0.6393 -4.5840 3.6638
H 3.0406 0.1099 2.7967
H 3.4009 1.6796 3.5034
H -1.8141 0.2119 -2.6011
H 4.0082 -0.1509 -1.9599
H -2.8400 -2.6535 1.5508
H 0.1125 2.5278 1.1300
H 1.4322 -2.3262 -1.3749
H 3.5938 -1.4044 -0.7963
H -5.8037 0.5758 0.5140

Cartesian forces (eV/Å) of the 6 atoms listed first:
Ti 1.3 1.0 -1.3
Si -0.1 -0.3 0.1
N 0.2 -0.5 0.3
N -0.1 0.2 0.0
N -0.8 0.3 0.2
C -0.4 -0.2 0.1

Atomic partial charges in e from the natural (NBO) method, atoms 1 to 8:
1. Ti 1.31
2. Si 1.68
3. N -0.59
4. N -0.57
5. N -0.56
6. C -1.12
7. C -1.12
8. C 0.05